No. 1
Formula: C7H13N3O5
Source: the Open Molecules 2025 dataset
Level of theory: ωB97M-V/def2-TZVPD

Summary:
Total charge   0
Relative energy (zero: lowest compared OMol25 entry of this formula, charge and spin)   1.362 eV
Multiplicity   1
Molecular weight   219.2 g mol⁻¹
SMILES   NC(=O)C[C@H](NC(=O)[C@@H](N)CO)C(=O)O

Atoms and positions in Å:
C: -2.454 -0.783 -0.227
C: -1.045 -0.701 0.436
C: -3.193 0.525 -0.291
C: 1.211 0.126 0.153
C: 1.237 1.689 0.369
C: 2.297 -0.272 -0.826
C: 3.490 -0.843 -0.219
H: -3.342 -2.580 0.089
H: -2.862 -1.794 1.521
H: -2.384 -1.133 -1.278
H: -3.716 0.684 0.723
H: -4.003 0.446 -1.054
H: -2.869 2.313 -0.706
H: -0.219 -0.053 -1.327
H: 1.433 -0.192 1.160
H: 2.014 -1.106 -1.434
H: 2.490 0.620 -1.409
H: 4.903 -0.497 1.209
H: 3.707 0.825 1.121
H: -0.593 1.700 -0.111
N: -3.368 -1.646 0.541
N: -0.007 -0.329 -0.364
N: 4.094 -0.109 0.787
O: -0.928 -1.100 1.610
O: -2.290 1.496 -0.717
O: 2.310 2.277 0.647
O: 3.992 -1.882 -0.681
O: 0.097 2.318 0.282

And the natural (NBO) charges, in e, turn out to be: number 1, C, carries -0.178; number 2, C, carries 0.671; number 3, C, carries -0.063; number 4, C, carries -0.168; number 5, C, carries 0.785; number 6, C, carries -0.520; number 7, C, carries 0.669; number 8, H, carries 0.363; number 9, H, carries 0.402; number 10, H, carries 0.201; number 11, H, carries 0.192; number 12, H, carries 0.178; number 13, H, carries 0.497; number 14, H, carries 0.410; number 15, H, carries 0.271; number 16, H, carries 0.256; number 17, H, carries 0.245; number 18, H, carries 0.401; number 19, H, carries 0.435; number 20, H, carries 0.520; number 21, N, carries -0.840; number 22, N, carries -0.615; number 23, N, carries -0.845; number 24, O, carries -0.612; number 25, O, carries -0.748; number 26, O, carries -0.630; number 27, O, carries -0.618; number 28, O, carries -0.659


No. 2
Formula: C7H13N3O5
Source: the Open Molecules 2025 dataset
Level of theory: ωB97M-V/def2-TZVPD

Summary:
Total charge   0
Relative energy (zero: lowest compared OMol25 entry of this formula, charge and spin)   1.966 eV
Multiplicity   1
Molecular weight   219.2 g mol⁻¹
SMILES   NC(=O)C[C@H](NC(=O)[C@@H](N)CO)C(=O)O

Atoms and positions in Å:
C: 2.628 0.873 0.693
C: 1.190 1.211 0.290
C: 3.514 0.426 -0.446
C: -1.107 0.088 0.297
C: -1.663 -0.943 1.275
C: -1.166 -0.342 -1.208
C: -2.595 -0.198 -1.686
H: 2.253 -1.040 1.384
H: 3.574 -0.290 2.099
H: 3.066 1.754 1.016
H: 3.585 1.175 -1.238
H: 3.094 -0.507 -0.863
H: 4.975 0.747 0.564
H: 0.702 -0.422 1.513
H: -1.688 1.018 0.436
H: -0.717 -1.349 -1.497
H: -0.544 0.358 -1.671
H: -3.781 0.153 -3.420
H: -2.411 -0.759 -3.771
H: -3.381 -0.727 0.635
N: 2.599 -0.112 1.790
N: 0.287 0.229 0.757
N: -3.008 -0.460 -3.045
O: 0.993 2.010 -0.560
O: 4.796 0.043 -0.039
O: -0.929 -1.505 2.132
O: -3.515 0.305 -0.991
O: -2.931 -1.403 1.085

And the natural (NBO) charges, in e, turn out to be: number 1, C, carries -0.183; number 2, C, carries 0.701; number 3, C, carries -0.069; number 4, C, carries -0.155; number 5, C, carries 0.780; number 6, C, carries -0.518; number 7, C, carries 0.700; number 8, H, carries 0.354; number 9, H, carries 0.379; number 10, H, carries 0.199; number 11, H, carries 0.181; number 12, H, carries 0.166; number 13, H, carries 0.451; number 14, H, carries 0.471; number 15, H, carries 0.256; number 16, H, carries 0.250; number 17, H, carries 0.271; number 18, H, carries 0.412; number 19, H, carries 0.385; number 20, H, carries 0.502; number 21, N, carries -0.833; number 22, N, carries -0.678; number 23, N, carries -0.834; number 24, O, carries -0.611; number 25, O, carries -0.688; number 26, O, carries -0.586; number 27, O, carries -0.649; number 28, O, carries -0.654


No. 3
Formula: C7H13N4
Source: the Open Molecules 2025 dataset
Level of theory: ωB97M-V/def2-TZVPD

Summary:
Total charge   +1
Relative energy (zero: lowest compared OMol25 entry of this formula, charge and spin)   4.424 eV
Multiplicity   1
Molecular weight   153.2 g mol⁻¹

Atoms and positions in Å:
C: -0.590 1.104 0.902
C: 0.383 0.360 1.485
C: -0.984 -0.926 0.354
C: -1.675 -2.179 -0.153
C: 3.227 1.808 -0.067
C: -2.503 0.628 -0.693
C: 2.738 0.432 -0.077
N: 2.167 -1.842 -0.030
N: 2.773 -0.746 -0.259
N: -1.436 0.329 0.173
N: 0.160 -0.935 1.063
H: -0.825 2.077 0.976
H: -1.490 -3.075 0.456
H: -2.856 -1.961 -0.011
H: -1.553 -2.330 -1.178
H: 3.918 2.086 0.757
H: 2.358 2.315 -0.100
H: 3.873 2.070 -0.942
H: -3.259 1.390 -0.266
H: -2.180 1.041 -1.725
H: -3.051 -0.276 -0.952
H: 0.959 0.547 2.316
H: 2.502 -2.596 -0.629
H: 0.937 -1.596 0.927

And the natural (NBO) charges, in e, turn out to be: number 1, C, carries -0.043; number 2, C, carries -0.066; number 3, C, carries 0.470; number 4, C, carries -0.668; number 5, C, carries -0.711; number 6, C, carries -0.437; number 7, C, carries 0.361; number 8, N, carries -0.676; number 9, N, carries -0.033; number 10, N, carries -0.306; number 11, N, carries -0.480; number 12, H, carries 0.227; number 13, H, carries 0.269; number 14, H, carries 0.242; number 15, H, carries 0.249; number 16, H, carries 0.263; number 17, H, carries 0.243; number 18, H, carries 0.288; number 19, H, carries 0.246; number 20, H, carries 0.240; number 21, H, carries 0.240; number 22, H, carries 0.245; number 23, H, carries 0.376; number 24, H, carries 0.460


Number 1: energy -22178.044 eV. Number 2: energy -22177.440 eV. Number 3: energy -13420.269 eV.